No. 1
A molecular structure, C58H55O2P4PtSi. Source: the OMol25 dataset; level of theory: ωB97M-V with the def2-TZVPD basis set.

Structure (XYZ):
```
121
Properties=species:S:1:pos:R:3:forces:R:3
Pt -0.5583 0.1172 0.4420 -0.355 -0.380 -0.104
O -1.0708 -2.1345 -0.4466 -0.074 -0.026 0.108
P -0.4272 -2.8359 -1.5999 0.057 0.105 -0.059
C 1.3811 -2.8778 -1.4347 -0.021 0.017 0.012
P 2.1594 -1.2368 -1.3947 0.001 0.027 -0.042
O 1.3698 -0.1697 -0.6851 0.121 -0.074 -0.145
C 2.4144 -0.7836 -3.1124 0.037 0.017 -0.019
C 1.7935 0.3596 -3.6002 -0.015 -0.039 -0.001
C 1.9661 0.7243 -4.9279 -0.008 0.002 0.018
C 2.7587 -0.0493 -5.7613 0.011 0.002 -0.006
C 3.3874 -1.1892 -5.2725 0.001 -0.006 -0.012
C 3.2200 -1.5554 -3.9485 -0.009 -0.014 0.013
C 3.7809 -1.4838 -0.6711 0.011 -0.006 0.031
C 4.4192 -2.7210 -0.6594 0.029 0.005 -0.006
C 5.7112 -2.8309 -0.1672 -0.010 -0.009 0.005
C 6.3646 -1.7088 0.3192 0.011 0.020 0.003
C 5.7287 -0.4745 0.3187 0.011 -0.001 -0.006
C 4.4414 -0.3593 -0.1774 -0.008 0.005 -0.029
C -0.9529 -4.5456 -1.7249 0.025 -0.029 0.013
C -2.3099 -4.7921 -1.5156 0.010 0.013 0.004
C -2.7999 -6.0835 -1.5999 -0.022 -0.011 -0.002
C -1.9400 -7.1350 -1.8903 0.000 -0.009 0.000
C -0.5900 -6.8965 -2.0965 0.000 0.013 -0.001
C -0.0950 -5.6028 -2.0140 -0.002 0.005 -0.036
C -0.7866 -2.0197 -3.1568 -0.013 -0.026 -0.012
C -0.2479 -2.4694 -4.3618 0.014 -0.013 -0.016
C -0.5342 -1.7996 -5.5378 -0.006 0.004 0.004
C -1.3690 -0.6874 -5.5155 0.002 -0.002 -0.004
C -1.9161 -0.2453 -4.3211 0.001 0.014 -0.001
C -1.6256 -0.9104 -3.1378 0.035 0.015 0.041
H 1.8258 -3.4291 -2.2670 0.008 -0.018 0.023
H 1.5980 -3.3973 -0.4976 0.016 -0.004 0.005
H 1.1777 0.9512 -2.9374 0.076 -0.042 -0.021
H 1.4800 1.6132 -5.3084 0.000 0.005 0.000
H 2.8969 0.2384 -6.7952 -0.002 -0.002 -0.006
H 4.0147 -1.7844 -5.9226 0.004 0.001 -0.003
H 3.7310 -2.4335 -3.5679 0.010 0.002 0.009
H 3.9182 -3.6074 -1.0287 0.000 -0.009 0.004
H 6.2047 -3.7936 -0.1601 0.002 -0.004 -0.001
H 7.3724 -1.7964 0.7032 0.005 0.000 -0.001
H 6.2371 0.4001 0.7025 0.000 0.003 0.008
H 3.9450 0.6031 -0.1769 0.006 -0.018 0.005
H -2.9745 -3.9702 -1.2780 -0.002 0.000 0.006
H -3.8523 -6.2727 -1.4371 -0.002 -0.001 0.005
H -2.3245 -8.1442 -1.9522 -0.002 -0.003 -0.004
H 0.0792 -7.7166 -2.3190 0.003 -0.002 0.000
H 0.9623 -5.4335 -2.1740 -0.001 -0.009 0.006
H 0.3959 -3.3423 -4.3880 -0.010 -0.005 0.007
H -0.1113 -2.1428 -6.4725 0.000 -0.003 -0.002
H -1.5961 -0.1688 -6.4378 0.000 0.008 -0.002
H -2.5703 0.6171 -4.3085 -0.003 0.004 0.001
H -2.0389 -0.5720 -2.1937 -0.005 0.002 -0.006
C -3.1990 2.1767 -0.8089 -0.026 0.005 -0.003
Si -1.3637 2.1925 -0.4152 0.229 -0.010 0.347
C -0.4282 2.7085 -1.9607 -0.033 0.049 0.004
C -1.0719 3.4643 0.9380 -0.089 0.096 -0.034
C -0.3499 4.6400 0.7403 0.067 -0.006 -0.022
C -0.1478 5.5450 1.7756 0.005 0.018 0.002
C -0.6772 5.2954 3.0316 -0.008 -0.020 0.026
C -1.4130 4.1365 3.2488 0.016 0.026 0.017
C -1.5992 3.2365 2.2130 -0.091 -0.052 -0.029
H -3.4890 3.1850 -1.1195 -0.028 -0.005 -0.010
H -3.7920 1.9071 0.0660 0.034 0.022 -0.027
H -3.4524 1.4842 -1.6147 0.011 -0.023 0.002
H -0.8511 3.6392 -2.3508 0.030 0.023 0.006
H -0.5184 1.9541 -2.7452 -0.085 0.043 0.037
H 0.6326 2.8723 -1.7580 0.001 -0.010 -0.004
H 0.0724 4.8606 -0.2344 0.000 -0.009 0.003
H 0.4203 6.4499 1.5988 0.005 -0.005 -0.002
H -0.5214 6.0008 3.8378 -0.005 0.005 0.000
H -1.8398 3.9401 4.2255 -0.003 0.002 0.007
H -2.1780 2.3341 2.3925 0.015 0.021 -0.015
C -0.3064 0.2091 3.9813 0.155 0.003 0.105
P 0.6236 0.3006 2.4211 0.161 0.249 -0.252
C 1.8115 -1.0767 2.5238 0.027 0.079 0.112
C 3.1044 -0.8890 3.0055 -0.016 -0.019 0.045
C 3.9690 -1.9682 3.1267 -0.004 0.000 -0.011
C 3.5478 -3.2403 2.7700 0.015 0.010 0.009
C 2.2629 -3.4323 2.2801 -0.035 -0.021 -0.024
C 1.4004 -2.3549 2.1481 -0.008 -0.047 -0.084
C 1.6599 1.7837 2.5263 -0.169 0.091 0.037
C 2.2729 2.2418 1.3614 0.019 0.014 -0.031
C 3.0850 3.3628 1.3949 0.024 0.007 -0.020
C 3.2806 4.0475 2.5871 0.007 -0.005 -0.001
C 2.6590 3.6083 3.7449 0.010 -0.015 0.001
C 1.8495 2.4806 3.7155 0.040 -0.028 0.025
P -1.3153 -1.3482 4.0078 -0.075 -0.082 0.010
C -2.7365 -0.7804 3.0105 -0.093 0.036 -0.005
C -3.0551 -1.5169 1.8711 0.045 0.030 0.002
C -4.1482 -1.1657 1.0862 -0.043 0.040 -0.030
C -4.9342 -0.0824 1.4406 -0.006 -0.014 -0.027
C -4.6163 0.6713 2.5664 0.006 -0.008 0.008
C -3.5223 0.3269 3.3410 -0.032 -0.050 0.043
C -1.9522 -1.2814 5.7233 0.005 0.048 0.020
C -1.0342 -1.2295 6.7737 0.004 0.002 -0.013
C -1.4600 -1.2620 8.0914 -0.004 -0.008 0.006
C -2.8132 -1.3680 8.3825 0.009 0.003 0.009
C -3.7309 -1.4511 7.3478 -0.012 -0.003 -0.001
C -3.3052 -1.4099 6.0269 -0.022 -0.018 -0.011
H -0.9194 1.1055 4.1017 0.024 -0.007 -0.031
H 0.4203 0.1634 4.7958 -0.028 0.003 0.029
H 3.4399 0.1022 3.2856 0.005 -0.015 0.006
H 4.9709 -1.8136 3.5053 0.009 0.003 -0.010
H 4.2205 -4.0819 2.8737 0.001 -0.005 0.000
H 1.9261 -4.4271 2.0119 0.008 0.005 -0.004
H 0.4006 -2.5067 1.7541 0.016 0.001 0.017
H 2.0988 1.7207 0.4276 -0.043 0.002 0.007
H 3.5522 3.7153 0.4838 0.008 0.006 -0.001
H 3.9050 4.9310 2.6089 0.008 -0.001 0.004
H 2.7980 4.1441 4.6746 -0.006 0.007 -0.001
H 1.3697 2.1561 4.6296 -0.019 0.002 -0.006
H -2.4462 -2.3692 1.5981 -0.019 -0.020 -0.004
H -4.3902 -1.7481 0.2062 0.019 0.002 -0.011
H -5.7940 0.1840 0.8390 0.003 -0.001 0.001
H -5.2252 1.5238 2.8391 -0.002 -0.001 0.000
H -3.2980 0.9008 4.2339 0.014 0.011 -0.011
H 0.0294 -1.1786 6.5684 0.010 0.011 -0.008
H -0.7336 -1.2145 8.8921 0.001 0.003 0.002
H -3.1478 -1.3940 9.4109 0.000 -0.005 0.002
H -4.7866 -1.5485 7.5654 -0.003 0.002 0.001
H -4.0377 -1.4811 5.2330 0.009 0.006 0.008
```
Positions in Å, forces in eV/Å.

Calculated values
Energy = -113412.57360 eV
Net charge = +1
Multiplicity = 3
Kohn-Sham gap (alpha / beta) = 0.263 / 0.265 hartree
<S²> = 2.005
Highest occupied orbital energy (alpha / beta) = -8.95 / -10.29 eV


No. 2
A single C4H10N2O molecule at a distorted geometry. Source: the OMol25 dataset; level of theory: ωB97M-V with the def2-TZVPD basis set.

Structure (XYZ):
```
17
Properties=species:S:1:pos:R:3:forces:R:3
N -2.4899 -0.6887 -1.5725 -0.703 -0.798 0.306
C -2.0057 0.5926 -1.0866 0.813 -0.326 0.329
N -0.5750 0.6589 -0.5648 -1.840 0.641 2.309
C -0.2845 0.0272 0.7386 1.497 -0.160 -0.530
C 1.0943 0.5659 1.4114 -1.125 0.775 -2.290
C 2.3918 -0.0755 1.0132 -0.855 -0.505 0.582
O 2.4490 -1.0147 0.2842 0.238 -1.084 -1.069
H -2.5217 -1.5182 -0.9917 0.140 0.775 0.764
H -2.3877 -1.0875 -2.4812 0.597 0.967 -0.851
H -2.1050 1.3698 -1.9241 0.060 -1.171 1.362
H -2.7068 0.8361 -0.1921 1.489 0.050 -1.469
H 0.2136 0.4012 -1.0765 0.634 -0.414 -2.311
H -0.3258 -1.0786 0.6983 0.523 0.239 -0.069
H -1.0460 0.2706 1.4165 -1.164 0.687 1.027
H 0.9180 0.5399 2.4875 0.492 0.678 -0.016
H 1.3202 1.5850 0.9033 -0.966 -0.838 1.570
H 3.3281 0.3472 1.3884 0.169 0.484 0.356
```
Positions in Å, forces in eV/Å.

Calculated values
Energy = -9336.04586 eV
Net charge = 0
Kohn-Sham gap = 0.351 hartree
SMILES = NCNCCC=O
Highest occupied orbital energy = -8.49 eV


No. 3
A molecular structure, C4H5NO2 at a distorted geometry. Source: the OMol25 dataset; level of theory: ωB97M-V with the def2-TZVPD basis set.

Structure (XYZ):
```
12
Properties=species:S:1:pos:R:3:forces:R:3
O 0.2555 -0.1773 -1.5608 0.519 1.873 2.389
C -0.7774 -0.9238 -1.1912 -0.569 -0.034 0.849
C -1.2872 -0.7384 0.0205 -0.265 -0.643 -0.090
C -0.4719 0.1653 0.8892 -0.215 -0.037 -0.295
N 0.3158 0.8539 -0.1057 0.326 -1.203 -1.981
C 1.6883 0.9638 0.0837 0.489 -0.022 0.212
O 2.2276 0.9513 1.1636 -0.475 0.117 -0.285
H -1.1302 -1.6934 -1.8618 0.111 0.194 -0.440
H -2.1884 -1.1934 0.3560 -0.310 -0.471 0.268
H 0.1513 -0.3448 1.6391 -0.085 -0.042 -0.264
H -1.1435 0.8524 1.4099 0.254 0.304 -0.139
H 2.2079 1.1366 -0.8560 0.220 -0.037 -0.224
```
Positions in Å, forces in eV/Å.

Calculated values
Energy = -9810.62576 eV
Net charge = 0
Kohn-Sham gap = 0.305 hartree
Highest occupied orbital energy = -8.98 eV


No. 4
A molecular structure, C9H21BF4IO2P2V at a distorted geometry. Source: the OMol25 dataset; level of theory: ωB97M-V with the def2-TZVPD basis set.

Structure (XYZ):
```
41
Properties=species:S:1:pos:R:3:forces:R:3
C -0.0010 -0.0963 -7.2764 -0.003 0.012 -0.005
C 0.0064 0.7400 -6.0250 0.038 3.825 -1.064
H 0.0020 0.5644 -8.1541 0.002 -0.048 0.411
H -0.8988 -0.7212 -7.2983 0.175 -0.013 0.095
H 0.8885 -0.7329 -7.3008 -0.175 -0.009 0.096
O 0.0181 1.9402 -5.9335 -0.033 -3.363 0.108
I -0.0062 -0.4667 -4.1814 -0.004 -0.421 0.638
V -0.0009 0.0751 0.1610 -0.072 -4.796 3.504
P 2.2711 -0.0733 -0.2004 3.361 0.245 -0.658
C 3.1641 1.1962 0.7462 -0.728 0.377 0.166
C 2.7904 -1.6111 0.5999 -0.999 -0.399 0.168
H 3.8821 -1.6682 0.5663 -0.087 0.110 -0.050
H 4.0574 -0.3000 -1.7813 -0.244 0.059 -0.007
H 2.3463 -2.4595 0.0698 0.224 -0.056 0.115
H 2.4595 -0.8213 -2.4639 0.365 0.128 0.060
H 2.8122 1.1591 1.7863 0.266 0.024 -0.202
H 2.4255 -1.6155 1.6345 0.249 -0.064 -0.161
C 2.9855 -0.0755 -1.8541 -0.503 0.046 -0.297
H 4.2357 0.9711 0.6900 -0.200 0.033 -0.032
H 2.8179 0.9083 -2.3086 0.180 -0.195 0.001
H 2.9495 2.1900 0.3350 0.273 -0.147 0.063
P -2.2743 -0.0299 -0.1998 -3.363 0.310 -0.655
C -3.1422 1.2577 0.7451 0.737 0.366 0.162
C -2.9898 -0.0227 -1.8526 0.503 0.034 -0.295
H -2.3971 -2.4144 0.0707 -0.224 -0.049 0.115
H -3.9137 -1.5919 0.5757 0.089 0.109 -0.052
H -2.4506 -1.5707 1.6360 -0.252 -0.057 -0.162
C -2.8208 -1.5572 0.6034 0.994 -0.418 0.167
H -2.4767 -0.7783 -2.4614 -0.366 0.135 0.059
H -4.0652 -0.2292 -1.7782 0.243 0.055 -0.012
H -4.2178 1.0512 0.6935 0.199 0.029 -0.034
H -2.9117 2.2456 0.3288 -0.272 -0.137 0.064
H -2.8056 0.9575 -2.3082 -0.186 -0.191 -0.001
H -2.7866 1.2190 1.7839 -0.273 0.028 -0.204
C 0.0257 1.9293 0.3311 0.137 9.926 1.648
O 0.0429 3.0848 0.5552 -0.096 -6.381 -1.338
F -0.0175 -1.5364 2.1294 0.022 1.088 -1.441
B -0.0034 -0.5299 3.2046 0.008 -0.290 2.358
F 1.1740 0.2486 3.0061 -0.609 -0.341 -0.799
F -1.1298 0.3159 2.9656 0.579 -0.355 -0.849
F -0.0452 -1.1623 4.4346 0.044 0.790 -1.684
```
Positions in Å, forces in eV/Å.

Calculated values
Energy = -77668.30523 eV
Net charge = +2
Multiplicity = 3
Kohn-Sham gap (alpha / beta) = 0.173 / 0.209 hartree
<S²> = 2.184
Highest occupied orbital energy (alpha / beta) = -15.75 / -15.76 eV